(1)
A structure of composition C29H39IrN3O7P3S3Si. Source: the OMol25 dataset; level of theory: wB97M-V/def2-TZVPD.

Geometry (Å):
Ir: -0.31 -0.28 0.15
N: -4.03 -2.20 0.96
C: -4.23 -0.70 0.98
C: -5.68 -0.37 1.30
P: -3.79 -0.18 -0.75
O: -4.75 -1.32 -1.47
O: -4.31 1.16 -1.06
O: -2.38 -0.65 -0.99
P: -3.07 -0.17 2.32
O: -3.72 -1.12 3.50
O: -3.21 1.25 2.70
O: -1.75 -0.83 1.96
H: -4.56 -2.61 0.19
H: -4.28 -2.61 1.86
H: -3.03 -2.37 0.80
H: -6.35 -0.78 0.55
H: -5.78 0.71 1.29
H: -5.96 -0.73 2.29
H: -5.16 -0.93 -2.24
H: -3.83 -0.57 4.28
C: 0.49 -3.21 2.13
Si: 0.46 -3.37 0.26
C: 1.40 -4.96 -0.12
C: -1.29 -3.77 -0.31
N: 0.97 -1.89 -0.45
C: 2.16 -1.61 -1.12
C: 3.15 -2.56 -1.40
C: 4.33 -2.25 -2.07
C: 4.58 -0.96 -2.49
C: 3.63 0.02 -2.23
C: 2.46 -0.30 -1.58
O: 1.51 0.66 -1.26
C: 1.67 1.96 -1.72
C: 1.42 2.25 -3.05
C: 1.51 3.56 -3.48
C: 1.85 4.57 -2.58
C: 2.09 4.26 -1.25
C: 2.01 2.94 -0.81
H: 0.23 -4.15 2.62
H: -0.22 -2.45 2.46
H: 1.49 -2.93 2.46
H: 0.80 -5.79 0.26
H: 2.38 -5.01 0.35
H: 1.52 -5.11 -1.20
H: -1.89 -4.14 0.53
H: -1.28 -4.57 -1.06
H: -1.75 -2.89 -0.77
H: 2.99 -3.57 -1.07
H: 5.05 -3.04 -2.25
H: 5.50 -0.71 -3.00
H: 3.82 1.04 -2.53
H: 1.13 1.45 -3.72
H: 1.30 3.80 -4.51
H: 1.90 5.60 -2.91
H: 2.31 5.03 -0.53
H: 2.16 2.70 0.23
N: 1.21 0.44 1.85
H: 2.15 0.53 1.47
H: 1.22 -0.18 2.64
H: 0.90 1.37 2.15
S: 2.09 4.70 2.27
P: 0.29 3.84 2.32
S: -1.17 2.13 0.36
C: -0.11 3.41 4.06
C: -0.10 4.40 5.05
C: -0.38 4.07 6.37
C: -0.66 2.75 6.71
C: -0.67 1.77 5.74
C: -0.39 2.10 4.41
C: -1.03 5.05 1.93
C: -2.36 4.68 2.14
C: -3.38 5.55 1.81
C: -3.09 6.79 1.26
C: -1.77 7.16 1.05
C: -0.74 6.29 1.38
H: 0.13 5.42 4.78
H: -0.37 4.84 7.13
H: -0.88 2.49 7.74
H: -0.89 0.74 6.00
H: -0.43 1.34 3.65
H: -2.59 3.69 2.54
H: -4.41 5.24 1.95
H: -3.89 7.47 0.99
H: -1.54 8.13 0.62
H: 0.30 6.56 1.22
S: -1.56 3.21 -1.19

For the HOMO energy (spin up / spin down), the calculation gives -3.6 / -3.9 eV. The total charge is -1. The calculation puts the LUMO energy (spin up / spin down) at 2.09 / 1.29 eV. The spin multiplicity is 6.

These are the Löwdin partial charges, in e, on atoms 1 to 6: 1.081 0.166 -0.500 -0.082 0.296 -0.184

***

(2)
A cluster of 6 separate species, H12O6 in total. Source: the OMol25 dataset; level of theory: wB97M-V/def2-TZVPD.

Geometry (Å):
O: -2.15 0.24 -2.00
H: -2.60 0.16 -1.16
H: -2.61 -0.37 -2.58
O: 2.36 -4.37 3.55
H: 2.43 -4.41 4.50
H: 1.67 -3.72 3.39
O: 1.23 0.01 -0.34
H: 0.44 0.09 -0.87
H: 1.01 -0.65 0.32
O: 3.50 2.59 -1.59
H: 3.10 3.46 -1.55
H: 2.92 2.03 -1.08
O: -0.36 -1.99 2.26
H: -1.06 -2.64 2.39
H: -0.72 -1.19 2.64
O: -2.80 3.85 -2.77
H: -2.62 2.98 -2.40
H: -3.74 3.95 -2.70

For the HOMO energy, the calculation gives -11.0 eV. Its SMILES is O.O.O.O.O.O. The calculation puts the LUMO energy at -0.05 eV.

These are the natural (NBO) partial charges, in e, on atoms 1 to 6: -0.945 0.469 0.477 -0.937 0.465 0.472

***

(3)
The molecule C13H20Si at a distorted geometry. Source: the OMol25 dataset; level of theory: wB97M-V/def2-TZVPD.

Geometry (Å):
C: -4.00 0.19 -1.19
C: -3.51 1.20 -0.45
C: -3.29 -0.96 -1.35
C: -2.17 1.21 -0.15
C: -1.98 -1.08 -0.94
C: -1.42 0.07 -0.31
C: -1.23 -2.41 -1.14
C: -0.08 -2.84 -0.15
C: 1.09 -1.87 -0.03
C: 2.39 1.62 -0.68
C: 1.35 2.53 1.44
C: 3.03 0.63 1.47
C: 1.87 1.28 0.74
Si: 0.63 -0.18 0.76
H: -5.03 0.21 -1.57
H: -4.11 2.07 -0.29
H: -3.60 -1.74 -2.01
H: -1.67 2.01 0.26
H: -2.04 -3.19 -1.35
H: -0.93 -2.62 -2.18
H: -0.52 -2.99 0.81
H: 0.19 -3.88 -0.36
H: 2.06 -2.38 0.49
H: 1.48 -1.63 -1.02
H: 2.85 0.82 -1.16
H: 1.66 1.93 -1.37
H: 3.20 2.32 -0.42
H: 1.64 3.43 0.92
H: 1.78 2.67 2.45
H: 0.23 2.49 1.53
H: 2.61 0.40 2.57
H: 3.42 -0.17 0.95
H: 3.91 1.25 1.59
H: 0.19 -0.40 2.13

For the HOMO energy (spin up / spin down), the calculation gives -4.2 / -8.8 eV. The calculation puts the LUMO energy (spin up / spin down) at 0.79 / -2.22 eV. The spin multiplicity is 3.

These are the natural (NBO) partial charges, in e, on atoms 1 to 6: -0.217 -0.199 -0.228 -0.287 -0.007 -0.223

***

(4)
A cluster of 2 separate species, C2H5NS in total at a distorted geometry. Source: the OMol25 dataset; level of theory: wB97M-V/def2-TZVPD.

Geometry (Å):
C: -1.25 0.19 -0.10
C: 1.28 -0.67 0.09
N: -3.39 -0.09 0.02
S: -0.54 -1.28 -0.04
H: -0.97 1.23 -0.31
H: 1.38 -0.48 1.09
H: 1.46 0.24 -0.63
H: 1.85 -1.54 -0.29
H: -3.46 0.79 0.54

For the HOMO energy (spin up / spin down), the calculation gives -7.2 / -7.9 eV. The calculation puts the LUMO energy (spin up / spin down) at -1.01 / -0.80 eV.

These are the natural (NBO) partial charges, in e, on atoms 1 to 6: -0.281 -0.706 -0.685 0.507 0.217 0.214

***

For the records above, the corresponding ΔE to the lowest compared entry with this formula, charge and spin values read 9.6, 35.2, 18.3, 166.2 kcal per mole.